Entry from the OMol25 dataset: a cluster of 8 separate species, C38H98N6O14 in total in a non-equilibrium geometry (the ωB97M-V functional and the def2-TZVPD basis).

Atoms and positions in Å:
C1 -0.8344 3.4460 -1.9948
O1 -1.1892 4.4511 -1.0073
C2 -1.3452 5.7453 -1.4950
C3 -1.5634 6.6495 -0.2485
N1 -2.8547 6.4185 0.3478
C4 -3.1685 7.1328 1.5883
C5 -4.4098 6.4900 2.3097
O2 -4.1040 5.1102 2.5416
C6 -5.1879 4.4061 3.1629
H1 -0.7862 2.4359 -1.5881
H2 0.0472 3.7503 -2.5589
H3 -1.5930 3.3956 -2.7758
H4 -2.1980 5.8960 -2.1570
H5 -0.4900 6.0712 -2.0870
H6 -1.5229 7.6480 -0.6839
H7 -0.7961 6.5219 0.5151
H8 -2.9025 5.4331 0.5640
H9 -3.3857 8.1933 1.4609
H10 -2.3867 7.1069 2.3473
H11 -5.2678 6.6896 1.6677
H12 -4.6126 6.9910 3.2563
H13 -6.1138 4.5622 2.6094
H14 -5.4104 4.7320 4.1789
H15 -4.9845 3.3352 3.1677
C7 4.6626 5.4299 -10.4569
O3 4.1097 4.3304 -9.7775
C8 4.9662 3.6684 -8.8534
C9 4.2880 2.4605 -8.2070
N2 5.2150 1.7630 -7.2341
C10 4.7002 0.4416 -6.8400
C11 3.5140 0.4549 -5.9365
O4 3.5369 -0.7077 -5.1571
C12 2.4269 -0.7357 -4.1871
H16 3.8836 6.0041 -10.9584
H17 5.4033 5.1244 -11.1959
H18 5.1449 6.0577 -9.7077
H19 5.2517 4.3753 -8.0744
H20 5.8748 3.4040 -9.3944
H21 3.9381 1.8173 -9.0144
H22 3.4102 2.8117 -7.6645
H23 6.0881 1.6253 -7.7229
H24 5.5746 -0.0144 -6.3757
H25 4.5469 -0.1332 -7.7533
H26 2.5948 0.5293 -6.5175
H27 3.5944 1.2748 -5.2227
H28 2.2162 -1.7778 -3.9468
H29 1.5287 -0.2574 -4.5779
H30 2.6801 -0.1218 -3.3228
C13 -0.5344 -3.6395 -3.9909
O5 -1.0738 -2.3318 -3.5910
C14 -2.4946 -2.3969 -3.6008
C15 -3.0848 -1.0329 -3.0796
N3 -2.7759 -0.7361 -1.6442
C16 -3.1870 0.6260 -1.2130
C17 -4.7044 0.7449 -0.9740
O6 -5.0352 1.5523 0.0997
C18 -4.7117 2.9351 -0.0939
H31 0.5199 -3.4041 -4.1361
H32 -0.9236 -4.0138 -4.9377
H33 -0.5413 -4.4579 -3.2709
H34 -2.8396 -3.1622 -2.9055
H35 -2.9278 -2.4659 -4.5986
H36 -4.1560 -0.9794 -3.2739
H37 -2.7082 -0.2105 -3.6880
H38 -1.7728 -0.6221 -1.6743
H39 -2.8161 1.3671 -1.9210
H40 -2.6449 0.8799 -0.3022
H41 -5.1024 -0.2449 -0.7503
H42 -5.1603 1.0567 -1.9137
H43 -3.6556 3.0728 -0.3259
H44 -4.8900 3.4138 0.8689
H45 -5.2876 3.3593 -0.9165
C19 -1.8502 3.2369 5.9144
O7 -0.8977 2.2585 5.4619
C20 0.0193 1.7911 6.3945
C21 0.9314 0.7074 5.8380
N4 2.0820 1.2977 5.0896
C22 1.6236 2.0513 3.8914
C23 2.6372 2.0025 2.7620
O8 2.7549 0.6548 2.2587
C24 3.4210 0.5813 1.0077
H46 -1.3627 4.2030 6.0449
H47 -2.2556 2.9093 6.8717
H48 -2.6344 3.3999 5.1751
H49 -0.5369 1.3676 7.2308
H50 0.6423 2.6378 6.6827
H51 0.3834 0.0373 5.1756
H52 1.4036 0.1290 6.6321
H53 2.6277 0.5325 4.7198
H54 1.2682 3.0419 4.1753
H55 0.7196 1.5382 3.5634
H56 3.5651 2.4298 3.1423
H57 2.2187 2.6434 1.9860
H58 4.2965 1.2302 0.9842
H59 2.7924 0.9028 0.1773
H60 3.6463 -0.4708 0.8337
C25 1.6381 -3.8973 -1.4723
O9 2.2633 -3.5132 -0.3085
C26 1.8493 -4.1490 0.9439
C27 2.7798 -3.7755 2.1388
N5 4.1493 -4.2580 1.7948
C28 5.1629 -3.6779 2.6509
C29 6.6065 -4.4169 2.6707
O10 7.3630 -4.1392 1.5019
C30 8.2600 -2.9532 1.5582
H61 0.5772 -3.6546 -1.4119
H62 1.6856 -4.9704 -1.6571
H63 2.0854 -3.3758 -2.3186
H64 1.8052 -5.2228 0.7619
H65 0.8223 -3.8451 1.1464
H66 2.4073 -4.2645 3.0390
H67 2.7201 -2.6950 2.2690
H68 4.3913 -3.9598 0.8606
H69 4.8619 -3.7412 3.6966
H70 5.4088 -2.6178 2.5901
H71 6.5135 -5.5006 2.7421
H72 7.1544 -4.1074 3.5607
H73 8.7671 -2.8516 0.5987
H74 8.9823 -3.0786 2.3647
H75 7.6596 -2.0602 1.7320
C31 -1.1038 -0.9374 2.6481
O11 -1.8953 -1.7396 3.5320
C32 -1.1660 -2.6450 4.3176
C33 -2.1234 -3.5531 5.1914
N6 -2.9991 -4.3080 4.3372
C34 -3.9970 -5.0211 5.1116
C35 -5.1689 -5.4429 4.2441
O12 -4.6779 -6.4514 3.3073
C36 -5.4995 -6.8353 2.2321
H76 -0.6940 -1.4136 1.7574
H77 -0.2482 -0.5301 3.1868
H78 -1.6953 -0.1131 2.2496
H79 -0.5338 -2.0789 5.0018
H80 -0.4770 -3.2011 3.6819
H81 -2.6739 -2.8076 5.7652
H82 -1.5766 -4.1211 5.9441
H83 -3.4418 -3.6616 3.6998
H84 -4.4361 -4.3726 5.8697
H85 -3.5272 -5.9029 5.5473
H86 -5.6159 -4.5452 3.8171
H87 -5.9587 -5.9572 4.7917
H88 -5.5788 -6.0297 1.5022
H89 -6.5423 -6.9919 2.5079
H90 -5.2495 -7.8000 1.7907
C37 -3.1325 -3.7302 0.3847
O13 -2.2419 -3.2002 -0.5760
H91 -4.1275 -3.7994 -0.0549
H92 -2.8561 -4.7067 0.7822
H93 -3.1912 -3.0586 1.2412
H94 -2.6405 -2.4379 -1.0022
C38 0.5111 -0.4031 -1.2608
O14 -0.1346 -0.1265 -2.4923
H95 -0.0509 -1.1714 -0.7299
H96 1.5769 -0.6205 -1.3313
H97 0.4936 0.5259 -0.6909
H98 -0.3172 -0.9454 -2.9589

Force components x, y, z for each atom (eV/Å):
C -0.821 1.188 -0.320
O 0.296 -2.002 -0.499
C -0.073 0.786 1.154
C 0.057 0.199 -1.102
N -0.991 -0.015 0.331
C -0.721 -0.732 0.942
C 1.347 0.301 -0.816
O -0.923 0.180 0.212
C -0.031 0.272 -0.423
H 0.360 0.407 0.434
H 0.519 -0.170 0.408
H -0.491 0.068 -0.025
H -0.461 -0.395 -0.038
H 0.492 0.060 0.182
H 0.050 0.394 0.424
H 0.613 0.002 -0.251
H -0.146 -0.230 0.059
H -0.079 0.032 -0.489
H 0.647 -0.174 -0.037
H -0.368 -0.698 -0.152
H 0.188 0.140 0.186
H -0.108 -0.006 -0.272
H 0.386 0.199 0.230
H 0.278 0.128 -0.026
C 0.387 -0.107 0.699
O -1.028 -0.817 0.055
C 0.100 0.672 -0.133
C 0.688 0.088 0.370
N -1.507 1.180 -0.946
C 1.844 0.291 -1.017
C 0.109 0.277 0.715
O -1.505 -1.088 0.984
C 1.018 0.523 -1.197
H -0.124 -0.251 0.140
H 0.162 -0.100 -0.112
H 0.204 0.433 -0.126
H 0.139 0.134 0.226
H 0.306 -0.413 0.045
H -0.035 -0.393 -0.066
H -0.022 -0.029 0.058
H 0.162 -0.111 0.026
H -0.333 -0.305 0.520
H -0.536 -0.412 -0.053
H -0.295 0.101 0.044
H -0.084 0.682 -0.294
H 0.198 0.187 0.135
H -0.067 -0.209 -0.400
H 0.259 -0.291 0.256
C 1.268 1.251 -0.126
O -0.594 -2.383 -0.714
C -1.072 2.313 1.339
C 0.446 0.169 0.299
N -0.422 0.221 -0.828
C -0.181 -0.497 -0.118
C 0.803 -0.760 -0.558
O -0.138 0.994 0.349
C 0.166 -0.692 0.363
H 0.045 -0.210 -0.222
H -0.362 0.366 -0.024
H -0.707 0.422 0.515
H 0.021 -0.390 -0.365
H 0.342 -0.587 -0.228
H -0.175 -0.502 0.282
H 0.439 0.096 -0.328
H 0.233 -0.302 0.155
H -0.206 0.123 -0.425
H -0.136 -0.347 0.346
H 0.088 -0.100 0.080
H -0.389 0.359 -0.125
H 0.210 -0.038 -0.044
H -0.188 0.152 -0.404
H -0.253 0.146 0.063
C 1.127 -0.499 0.173
O -1.407 0.317 -1.569
C 0.184 -0.058 0.473
C 1.139 0.766 -0.875
N -0.466 0.462 -0.161
C -0.449 -1.543 0.562
C -0.977 0.034 0.159
O 0.107 0.831 0.483
C -0.285 0.021 0.190
H 0.183 0.145 0.203
H -0.292 0.076 0.071
H 0.127 -0.503 -0.072
H 0.072 0.103 0.498
H 0.244 -0.011 0.631
H -0.395 -0.125 0.113
H -0.378 0.013 0.239
H 0.158 -0.243 0.099
H 0.533 0.214 -0.172
H -0.262 0.090 -0.548
H 0.490 -0.265 -0.324
H 0.254 0.142 -0.326
H 0.345 -0.246 0.106
H -0.356 0.178 -0.004
H 0.306 0.103 0.061
C -1.071 -0.382 -0.091
O 1.431 0.434 2.214
C -0.136 0.314 -0.737
C 0.282 -0.573 -2.387
N 0.009 0.781 0.662
C 2.221 -1.306 1.701
C -1.320 1.005 -0.667
O 1.218 1.069 -0.364
C -1.559 -1.356 0.280
H -0.333 0.165 -0.202
H 0.249 -0.339 -0.019
H 0.114 0.058 0.169
H 0.320 -0.233 0.189
H -0.173 0.208 0.163
H 0.095 -0.085 -0.021
H 0.105 0.274 0.140
H -0.423 -0.124 -0.387
H -0.427 -0.332 0.161
H -0.299 0.451 -0.816
H -0.300 -0.005 -0.222
H -0.010 0.309 0.192
H -0.147 -0.295 0.082
H 0.063 -0.012 0.019
H 0.032 0.118 0.064
C 0.121 0.125 0.422
O -0.589 0.271 -0.848
C 0.271 -0.672 0.811
C 0.800 2.149 -1.352
N 0.199 -0.546 0.211
C -0.486 -0.208 -0.742
C 0.435 -1.658 -0.664
O 0.213 0.475 0.225
C -1.196 0.703 0.294
H -0.135 -0.872 0.060
H 0.046 0.176 0.092
H -0.293 -0.033 0.438
H 0.168 0.123 0.318
H -0.091 -0.528 -0.111
H -0.398 0.211 0.407
H 0.187 -0.416 -0.448
H -0.056 0.108 -0.143
H 0.018 0.028 0.588
H -0.102 0.038 0.259
H 0.037 0.000 -0.736
H -0.063 0.235 0.502
H 0.418 -0.069 -0.472
H -0.343 0.019 0.635
H 0.845 0.290 0.077
C -0.468 0.688 0.062
O 0.962 -1.548 0.269
H -0.266 -0.208 0.101
H 0.398 -0.008 -0.419
H -0.091 0.100 0.233
H -0.355 0.853 0.276
C -0.167 0.597 0.149
O 0.644 0.975 0.093
H 0.348 -0.225 0.306
H -0.031 -0.564 -0.308
H -0.290 0.032 0.211
H 0.071 -0.566 -0.251

Results
- SMILES string = COCCNCCOC.COCCNCCOC.COCCNCCOC.COCCNCCOC.COCCNCCOC.COCCNCCOC.CO.CO
- multiplicity = 1
- highest occupied orbital energy (eV) = -8.6
- HOMO-LUMO gap (hartree) = 0.34119
- ΔE to the lowest compared entry with this formula, charge and spin (kcal per mole) = 34.19